(1)
Molecular formula: C38H49BrClN5OPtSi
Method: DFT, the ωB97M-V functional and the def2-TZVPD basis

Last column: Mulliken charge in e.
Cartesian coordinates (Å):
Pt1 1.45140 1.42823 -0.21304  2.953
C1 3.14072 0.23569 3.93507  -1.068
C2 2.28133 0.65049 2.91365  -0.192
N1 2.58053 0.51973 1.64035  -0.002
C3 3.76130 -0.00576 1.26902  0.413
C4 4.71929 -0.40284 2.23714  0.786
C5 4.36050 -0.29485 3.59737  -0.636
C6 5.99525 -0.82627 1.80986  -0.922
C7 6.33174 -0.74653 0.47834  -1.184
C8 5.40057 -0.37325 -0.48254  -0.693
C9 4.06664 -0.11377 -0.13869  0.068
N2 3.05283 0.12057 -0.99360  -0.699
C10 3.01040 -0.12791 -2.31694  0.343
C11 3.87149 -0.98587 -3.01579  -0.946
C12 3.88096 -1.02397 -4.40578  -0.982
C13 2.98931 -0.27913 -5.13968  -1.229
C14 1.97296 0.44971 -4.48733  1.066
C15 0.92745 1.08323 -5.18955  -0.949
C16 -0.10145 1.66025 -4.48854  -0.993
C17 -0.05353 1.64568 -3.09222  -0.296
N3 0.94579 1.12007 -2.41574  -0.076
C18 1.95516 0.51025 -3.06925  0.403
H1 2.83984 0.35748 4.96168  0.468
H2 1.32738 1.10617 3.14432  0.516
H3 5.05768 -0.61321 4.35770  0.481
H4 6.72041 -1.14544 2.54063  0.441
H5 7.33743 -0.97864 0.16686  0.437
H6 5.72332 -0.26111 -1.50457  0.800
H7 4.53020 -1.64115 -2.46882  0.903
H8 4.60279 -1.64542 -4.91300  0.462
H9 3.02146 -0.27917 -6.21759  0.467
H10 0.93384 1.06735 -6.26991  0.483
H11 -0.94739 2.10065 -4.99291  0.517
H12 -0.87284 2.04850 -2.51036  0.394
Cl1 2.58175 3.96527 -5.64117  -0.117
C19 2.67447 3.79651 -3.93869  0.374
C20 1.70347 4.39452 -3.12701  -0.902
C21 1.74417 4.22528 -1.76991  -0.213
C22 2.75506 3.43336 -1.14604  0.842
C23 2.78647 3.23958 0.25401  -1.645
C24 3.78688 2.93498 -1.99989  -0.276
C25 3.73963 3.10267 -3.35859  -0.807
H13 0.93240 4.99291 -3.58419  0.495
H14 1.01825 4.71120 -1.13885  0.569
H15 2.16868 3.87285 0.87653  0.363
H16 3.71523 2.90206 0.69744  0.476
H17 4.63485 2.43718 -1.55448  0.446
H18 4.52374 2.71179 -3.98882  0.546
N4 -2.38104 2.60878 0.12989  0.018
C26 -1.36640 3.48121 -0.01797  0.483
N5 -1.69281 4.71259 -0.47316  -0.404
O1 -0.19396 3.16997 0.21328  -0.453
H19 -3.33741 2.86704 -0.02395  0.219
H20 -2.15650 1.67853 0.44952  -0.320
H21 -2.65043 5.01646 -0.49363  0.181
H22 -0.99351 5.43466 -0.47374  0.259
C27 -3.88770 -0.52481 -0.89790  -1.631
C28 -3.90068 -1.90599 -0.23139  2.477
C29 -3.24980 -2.89138 -1.20986  -2.057
C30 -5.36038 -2.33880 -0.02038  -1.715
Si1 -2.99285 -1.91658 1.51221  -1.438
Br1 -0.38481 -0.21209 0.48362  -0.539
C31 -3.63529 -0.71299 2.93017  2.466
C32 -4.50992 0.41943 2.37415  -1.547
C33 -2.47904 -0.05632 3.69592  -1.713
C34 -4.49582 -1.52603 3.91170  -1.902
C35 -2.02991 -3.52479 2.08325  2.439
C36 -3.07082 -4.63571 2.30720  -1.745
C37 -1.26683 -3.29286 3.39538  -1.952
C38 -1.00825 -4.00351 1.04349  -1.703
H23 -4.39899 -0.59390 -1.85511  0.584
H24 -2.86906 -0.19744 -1.07604  0.213
H25 -4.40698 0.21807 -0.30550  0.325
H26 -3.75007 -2.81676 -2.17279  0.601
H27 -3.35520 -3.91780 -0.87398  0.387
H28 -2.19882 -2.66368 -1.35765  0.366
H29 -5.86046 -2.38040 -0.98501  0.507
H30 -5.90900 -1.64144 0.60424  0.323
H31 -5.42779 -3.32531 0.42780  0.399
H32 -3.95604 1.04067 1.67834  0.040
H33 -4.83320 1.05273 3.19703  0.619
H34 -5.40443 0.04154 1.88942  0.367
H35 -1.82297 0.47667 3.01557  0.278
H36 -1.88997 -0.77880 4.24696  0.341
H37 -2.88812 0.65323 4.41188  0.541
H38 -5.35210 -1.97524 3.41676  0.432
H39 -4.87174 -0.86518 4.68916  0.503
H40 -3.93197 -2.31291 4.40102  0.371
H41 -3.78296 -4.36949 3.08322  0.366
H42 -2.56120 -5.54434 2.61898  0.510
H43 -3.62158 -4.86268 1.39866  0.337
H44 -1.92497 -3.02197 4.21482  0.383
H45 -0.51185 -2.52165 3.26923  0.338
H46 -0.76719 -4.21646 3.68120  0.602
H47 -1.48410 -4.38114 0.14675  0.350
H48 -0.42846 -4.81800 1.47137  0.561
H49 -0.32646 -3.20503 0.76942  0.251

Orbital gap (spin up / spin down) = 4.655 / 5.019 eV
Net charge = +2
Molar mass = 930.4 g/mol
DFT total energy = -143375.88556 eV

=====

(2)
Molecular formula: C2H2F2O3
Method: DFT, the ωB97M-V functional and the def2-TZVPD basis

Last column: natural (NBO) charge in e.
Cartesian coordinates (Å):
C1 -1.05936 -0.29106 -0.18985  0.824
C2 0.35340 0.17623 0.00356  0.736
O1 -1.33918 -1.41584 -0.10887  -0.528
O2 0.61119 1.28435 -0.63084  -0.624
O3 1.19526 -0.84464 -0.05788  -0.646
F1 -1.85925 0.69377 -0.34014  -0.269
F2 0.02117 0.48793 1.68277  -0.528
H1 1.51663 1.55677 -0.46739  0.508
H2 0.56014 -1.64750 0.10864  0.526

Orbital gap = 12.456 eV
Net charge = 0
Molar mass = 112.0 g/mol
ΔE to the lowest compared entry with this formula, charge and spin = 121.4 kJ/mol
DFT total energy = -13683.11337 eV

=====

(3)
Molecular formula: C5H30N2O10
Method: DFT, the ωB97M-V functional and the def2-TZVPD basis

Last column: natural (NBO) charge in e.
Cartesian coordinates (Å):
C1 -2.21526 -2.39822 0.04174  -0.238
N1 -1.89447 -1.20118 0.95539  -0.651
C2 -3.05633 -0.26392 0.90460  -0.213
C3 -2.52401 1.14576 1.28267  -0.544
C4 -2.55476 2.05745 0.10381  0.485
O1 -2.05359 1.80374 -0.97264  -0.574
C5 -1.06330 -3.37173 -0.03237  -0.249
N2 -0.03421 -3.16168 -1.10783  -0.879
H1 -2.65450 -2.14855 -0.93140  0.201
H2 -3.08066 -2.85802 0.48898  0.189
H3 -1.07996 -0.78044 0.53973  0.355
H4 -3.99273 -0.45971 1.40445  0.213
H5 -3.46069 -0.24013 -0.14301  0.178
H6 -3.10292 1.51152 2.11727  0.234
H7 -1.49937 1.03803 1.59064  0.252
H8 -2.91522 3.07454 0.23417  0.132
H9 -1.53600 -4.33584 -0.16297  0.201
H10 -0.42997 -3.45095 0.85206  0.198
H11 -0.34715 -3.60206 -1.95065  0.354
H12 0.06076 -2.12950 -1.35958  0.383
H13 -1.15525 0.26364 -1.22568  0.492
H14 -0.63780 -0.36700 -2.61594  0.522
O2 -0.88016 -0.54340 -1.69281  -1.022
H15 1.26848 0.07129 -4.56102  0.467
H16 1.83130 0.09273 -3.22577  0.499
O3 1.09495 -0.34359 -3.71437  -0.976
H17 4.04615 1.15705 0.83894  0.505
H18 2.63028 1.33942 0.10848  0.483
O4 3.58116 1.34438 0.02090  -0.994
H19 -0.44353 -1.26624 2.21282  0.503
H20 1.02269 -1.02172 1.87802  0.491
O5 0.33080 -0.86698 2.64446  -0.967
H21 2.93554 2.26177 -2.93116  0.483
H22 2.85005 1.29717 -1.71337  0.514
O6 2.33907 1.73710 -2.40115  -0.992
H23 0.63813 2.12565 2.07959  0.482
H24 0.58349 0.71044 2.74754  0.495
O7 1.06545 1.60182 2.76017  -1.018
H25 1.74962 -1.51306 -0.55797  0.501
H26 1.03428 -0.11462 -0.75308  0.480
O8 1.83126 -0.56411 -0.44798  -0.985
H27 0.32752 2.19414 -0.59279  0.476
H28 0.87012 3.60130 -0.50368  0.490
O9 0.50814 2.88953 0.03550  -0.961
H29 2.80192 0.79208 2.89777  0.499
H30 3.49446 1.84170 2.17669  0.462
O10 3.71622 1.05040 2.68082  -0.956

Orbital gap = 9.441 eV
Net charge = 0
Molar mass = 278.3 g/mol
SMILES = NCCNCCC=O.O.O.O.O.O.O.O.O.O
ΔE to the lowest compared entry with this formula, charge and spin = 319.9 kJ/mol
DFT total energy = -29125.95777 eV

=====

(4)
Molecular formula: C27H29MoN5S2Si2
Method: DFT, the ωB97M-V functional and the def2-TZVPD basis

Last column: natural (NBO) charge in e.
Cartesian coordinates (Å):
Mo1 -0.03369 0.14386 0.25699  0.988
S1 -0.30708 -0.08509 2.65953  -0.044
C1 -1.40046 -1.42611 2.80544  -0.254
C2 -1.77323 -1.80156 4.14072  0.248
N1 -2.06561 -2.07817 5.21612  -0.266
C3 -1.86147 -2.11888 1.73952  -0.280
S2 -1.45828 -1.70129 0.09112  0.088
C4 -2.73731 -3.24302 1.89922  0.247
N2 -3.43714 -4.14886 1.99477  -0.269
N3 -4.06815 5.35711 -7.77982  -0.287
C5 -3.61759 4.78454 -6.89304  0.270
C6 -3.05744 4.06380 -5.77911  -0.166
C7 -3.59082 2.82682 -5.42726  -0.172
C8 -3.05006 2.12711 -4.36182  -0.142
C9 -1.98757 2.66520 -3.64355  -0.077
C10 -1.46369 3.90545 -3.99636  -0.193
C11 -1.99190 4.60472 -5.06711  -0.157
C12 -1.39047 1.90544 -2.50957  0.231
C13 -0.69090 0.75616 -2.83203  -0.013
C14 -0.42221 0.22924 -4.12974  -0.174
C15 0.36140 -0.88261 -3.96224  -0.310
C16 0.57408 -1.00311 -2.56868  0.064
N4 -0.03889 -0.04417 -1.89528  -0.514
C17 -1.56778 2.44227 -1.22443  -0.014
C18 -2.32252 3.58164 -0.90661  -0.163
C19 -2.29581 3.74174 0.47044  -0.313
C20 -1.54130 2.68741 0.96580  0.048
N5 -1.08762 1.89636 -0.03024  -0.540
H1 -4.42065 2.42010 -5.98736  0.236
H2 -3.45717 1.16489 -4.08380  0.226
H3 -0.63276 4.31211 -3.43539  0.233
H4 -1.58200 5.56303 -5.35266  0.235
H5 -0.76813 0.65056 -5.05791  0.235
H6 0.75321 -1.53578 -4.72103  0.236
H7 1.15259 -1.75907 -2.05607  0.219
H8 -2.83413 4.20190 -1.62228  0.233
H9 -2.77430 4.50469 1.05742  0.237
H10 -1.31078 2.44814 1.99215  0.231
C21 4.29371 2.18740 -0.03147  -1.123
Si1 2.98002 1.29934 -1.02901  1.711
C22 1.90932 2.60683 -1.83843  -1.135
C23 3.77858 0.31367 -2.40625  -1.128
C24 2.01993 0.24395 0.21203  -1.382
Si2 2.97793 -1.09230 1.18207  1.705
C25 3.59687 -0.35832 2.78233  -1.129
C26 4.44568 -1.63240 0.14927  -1.129
C27 1.97861 -2.64007 1.52421  -1.134
H11 4.84371 2.88263 -0.66710  0.242
H12 5.01646 1.49758 0.40408  0.236
H13 3.85042 2.75909 0.78582  0.238
H14 2.56754 3.37541 -2.24755  0.244
H15 1.22658 3.09675 -1.14145  0.236
H16 1.32568 2.19613 -2.66086  0.238
H17 3.97867 0.99355 -3.23628  0.243
H18 3.12200 -0.46995 -2.78540  0.237
H19 4.72140 -0.14637 -2.11580  0.244
H20 1.70475 0.99562 1.00480  0.249
H21 4.31170 0.44470 2.60248  0.238
H22 4.09229 -1.12358 3.38166  0.245
H23 2.77437 0.04000 3.37816  0.248
H24 5.21037 -0.86280 0.04587  0.234
H25 4.16122 -1.96237 -0.84971  0.237
H26 4.90177 -2.48409 0.65900  0.243
H27 1.37542 -2.55133 2.42441  0.250
H28 2.67794 -3.46788 1.66151  0.244
H29 1.30706 -2.91329 0.70757  0.241

Spin multiplicity = 3
Orbital gap (spin up / spin down) = 6.650 / 6.615 eV
Net charge = 0
<S²> = 2.02
Molar mass = 639.8 g/mol
ΔE to the lowest compared entry with this formula, charge and spin = 0.0 kJ/mol
DFT total energy = -75203.25882 eV